120
Properties=species:S:1:pos:R:3 method="wB97M-V/def2-TZVPD" energy_ha=-3433.76623 orbital_gap_ev=7.188 e_homo_ev=-11.80 total_charge=+1 spin_multiplicity=1
C 1.09684 3.04392 1.09029
C 0.26699 2.09548 0.08639
N -1.06342 2.58960 -0.25129
C -1.96716 1.87805 -1.13293
C -1.60171 0.51712 -1.75274
C -2.56269 -0.33805 -2.71969
C -2.98534 -1.71931 -1.97394
C -3.27053 -1.51442 -0.39502
F -1.88772 -2.65249 -2.15216
C -0.17360 -0.04711 -1.41121
C 0.83131 0.74021 -0.48960
C 2.29879 0.22954 -0.14309
I 3.84434 1.70842 -0.73118
C 2.72719 -1.14451 -0.86013
C 1.85793 -2.42316 -0.40987
I 2.90153 -0.97234 -3.06356
H 1.58274 2.46991 1.94646
H 0.39824 3.86918 1.50276
H 1.92664 3.59619 0.50872
H -1.40541 3.49066 0.13557
H -2.98211 2.34806 -1.37512
H -3.46204 0.25148 -3.09885
H -1.92517 -0.67017 -3.62136
H -3.94696 -2.16835 -2.41209
H -3.85134 -2.40657 0.05230
H -3.89358 -0.56757 -0.19924
H -2.26893 -1.47898 0.16542
H 0.09931 -1.05208 -1.88716
H 2.33866 0.02202 0.99529
H 3.81067 -1.35605 -0.51586
H 0.90661 -2.17554 0.16661
H 1.58902 -2.98277 -1.38609
H 2.52060 -3.16433 0.17283
O 1.82994 -3.24390 2.41323
H 1.15081 -3.93166 2.35909
H 2.65921 -3.72594 2.30603
O 0.04826 -0.72274 3.04670
H -0.63100 -1.40936 2.99318
H 0.87968 -1.20654 2.93943
O 6.14888 -1.62632 0.30593
H 7.10864 -1.57840 0.41009
H 5.89462 -0.72514 0.07059
O -0.18818 -5.49609 1.20514
H -0.35974 -5.77784 0.29979
H -1.01812 -5.66750 1.66350
O -2.56634 -5.42597 -0.04795
H -3.03437 -4.91168 0.62241
H -2.24919 -4.75954 -0.67409
O -5.94857 -1.31676 0.41429
H -6.30984 -1.03111 -0.43461
H -6.47370 -0.83024 1.06598
O 3.20133 -5.40842 -1.45093
H 3.29445 -4.71160 -2.11404
H 4.10837 -5.69502 -1.28501
O 2.25941 5.07351 -1.49224
H 2.71543 4.29894 -1.13567
H 2.92309 5.77789 -1.44339
O 1.87984 6.88851 0.88942
H 2.40180 7.68454 0.72230
H 1.76383 6.49895 0.01758
O 4.59744 6.32026 -3.05745
H 5.12017 7.11458 -3.22508
H 4.47798 5.93008 -3.93225
O -5.48750 0.84725 -1.48617
H -4.52913 0.90867 -1.40141
H -5.76127 1.74639 -1.71143
O -7.26567 0.77313 2.16646
H -8.01323 1.26076 2.53391
H -6.52580 1.39091 2.23614
O 3.81867 -5.81706 -3.91494
H 3.63911 -6.10140 -4.82149
H 2.99236 -5.99507 -3.44591
O -1.67809 -2.53430 5.11860
H -2.33504 -2.34050 5.79863
H -0.87869 -2.09332 5.43394
O 7.07779 -2.75982 3.14271
H 6.73789 -2.47506 2.28434
H 6.54650 -2.26573 3.77996
O -4.16028 4.05241 1.41063
H -4.08233 4.75831 0.75573
H -3.24918 3.77397 1.56564
O -2.23172 1.02505 3.72114
H -2.91662 0.34111 3.65985
H -1.40066 0.53896 3.62015
O -4.56182 -0.56872 3.09315
H -4.72795 -0.84913 2.18274
H -5.39920 -0.73316 3.54498
O 1.60468 8.43085 3.62405
H 0.92687 9.11893 3.60314
H 1.48979 7.96513 2.78549
O -3.46994 -4.62214 -4.52407
H -3.38147 -5.37865 -3.92506
H -3.17720 -3.86986 -3.99468
O -1.87179 0.21386 -5.47223
H -1.35586 1.01038 -5.65191
H -2.00441 -0.17991 -6.34457
O 1.35544 8.31968 6.56556
H 1.46488 8.73901 5.70192
H 1.15550 7.40001 6.35381
O -3.02512 3.20960 -4.20153
H -2.55890 2.43848 -3.85373
H -2.37071 3.91873 -4.15792
O 5.87611 -8.01486 -4.89987
H 5.12835 -7.51060 -4.55420
H 6.62173 -7.40693 -4.82657
O -1.82778 -5.83650 -6.55689
H -2.15094 -5.55662 -7.42149
H -2.36556 -5.32929 -5.92878
O 8.86917 -0.24885 4.65635
H 9.06496 -0.88524 5.35495
H 8.72797 -0.79755 3.87381
O -2.57219 -6.99453 -2.68182
H -2.75009 -6.47952 -1.88320
H -3.08762 -7.80169 -2.55942
O 1.04190 7.80795 9.40832
H 1.15162 8.22632 8.54130
H 0.84154 6.88793 9.20076
O -0.18639 7.03448 -1.20207
H -0.85376 6.34151 -1.26464
H 0.64727 6.56467 -1.32456


19
Properties=species:S:1:pos:R:3 method="wB97M-V/def2-TZVPD" energy_ha=-543.92471 orbital_gap_ev=10.006 e_homo_ev=-9.46 total_charge=0 spin_multiplicity=1
N 2.66666 -0.96667 -0.67423
N 2.01306 0.32819 -0.64296
C 1.11733 0.31349 0.26147
N 0.71513 -0.79961 1.02730
N 0.39003 1.52629 0.45655
N -0.98977 1.46262 0.50975
C -1.58513 0.78772 -0.60621
C -2.53368 -0.37819 -0.24228
O -3.65717 -0.45996 -0.66390
O -1.99716 -1.24737 0.59861
H 2.70949 -1.31506 -1.63036
H 3.62428 -0.76707 -0.43590
H 0.71114 -0.60813 2.01111
H 1.35181 -1.55680 0.78006
H 0.68682 2.20400 -0.26601
H -1.27943 0.91801 1.34432
H -2.17535 1.43392 -1.20331
H -0.74336 0.30452 -1.19178
H -1.02473 -1.17989 0.56776